{
  "formula": "C3H4F3NSSi",
  "method": "wB97M-V/def2-TZVPD",
  "elements": ["C", "C", "C", "N", "F", "F", "F", "Si", "S", "H", "H", "H", "H"],
  "positions_angstrom": [[1.858, -2.234, -1.094], [-0.462, -0.106, 0.330], [-1.746, 0.657, 0.463], [1.033, -2.714, -1.735], [-2.499, 0.112, 1.442], [-2.483, 0.800, -0.630], [-1.612, 1.890, 0.969], [0.970, 1.050, -0.220], [2.920, -1.255, -0.390], [-0.486, -1.163, -0.204], [-0.255, -0.387, 1.320], [1.460, 1.332, 1.102], [1.301, 2.017, -1.353]],
  "energy_ev": -31529.1210,
  "e_above_lowest_ev": 0.877,
  "homo_lumo_gap_ev": 7.3707
}